Formula: C11H27N4OPd
Source: the OMol25 dataset
Level of theory: ωB97M-V/def2-TZVPD

The spin multiplicity is 5. As for the expectation value of S²: 6.019. Its charge is +3. The value obtained for the molecular weight is 337.78 g mol⁻¹. For the HOMO energy (alpha / beta), the calculation gives -19.872 / -21.053 eV. Its HOMO-LUMO gap (alpha / beta) is 10.47 / 6.52 eV.

XYZ file:
```
44
Properties=species:S:1:pos:R:3:forces:R:3:lowdin_spin:R:1
Pd -0.015386 -0.570723 -0.500678 0.627 0.009 0.034 1.371
C -1.825761 1.298951 -2.407958 0.091 -0.018 0.030 0.033
C -2.785174 1.215139 -1.210788 0.113 0.094 0.054 0.066
N -2.409353 0.152352 -0.287583 -0.915 -0.019 0.038 0.552
C -2.642239 0.238640 1.153758 0.227 0.024 -0.005 0.056
C -1.703277 -0.677061 1.938474 0.029 0.004 0.052 0.027
N -0.302625 -0.300638 1.649068 -0.049 0.088 -0.175 0.208
C 0.768700 -0.967018 2.430070 0.028 -0.001 0.017 0.016
C 2.128584 -0.345548 2.121784 -0.042 -0.025 -0.055 0.005
C 2.777627 -0.723477 0.791612 0.028 0.031 0.063 0.016
N 2.147672 -0.203724 -0.460394 -0.082 -0.131 0.016 0.243
C 2.429958 1.195585 -0.873876 0.023 0.006 0.030 0.017
C 1.355963 2.155076 -0.401509 0.019 0.028 -0.027 0.012
N -0.003089 1.659021 -0.744793 -0.145 -0.240 -0.061 0.154
C -0.521256 2.036183 -2.085851 -0.021 0.083 0.003 0.021
H -2.337512 1.819174 -3.217188 -0.004 0.010 -0.012 0.000
H -1.624854 0.290109 -2.788018 -0.019 -0.017 0.007 0.002
H -3.791643 0.962674 -1.579908 -0.003 -0.028 0.004 0.039
H -2.867278 2.151236 -0.656891 -0.003 0.019 -0.018 0.001
H -2.599178 -0.780056 -0.673102 0.200 -0.032 -0.002 0.012
H -3.685821 -0.051810 1.344387 -0.009 -0.006 -0.024 0.033
H -2.537843 1.282963 1.454439 -0.015 0.007 0.010 0.001
H -1.850387 -1.727349 1.679439 0.004 -0.006 -0.019 0.001
H -1.926489 -0.568661 3.003133 0.008 -0.005 0.008 0.007
H -0.198610 0.701088 1.805962 -0.011 0.006 0.079 0.002
H 0.746978 -2.035852 2.210915 -0.010 -0.012 -0.027 0.002
H 0.550630 -0.845261 3.494194 -0.024 -0.009 0.007 0.010
H 2.816664 -0.698025 2.892464 0.014 0.016 0.009 0.000
H 2.088845 0.739658 2.257752 0.004 0.002 0.007 0.000
H 2.799792 -1.810434 0.698684 -0.004 -0.002 -0.020 0.000
H 3.816420 -0.382667 0.796082 -0.002 -0.002 -0.006 0.010
H 2.464093 -0.812870 -1.212797 0.040 0.011 0.001 0.007
H 2.503051 1.204439 -1.961377 0.000 0.006 -0.008 0.000
H 3.398168 1.512369 -0.480254 0.010 -0.011 -0.023 0.006
H 1.526931 3.139100 -0.843392 -0.014 0.012 0.011 0.004
H 1.398380 2.277332 0.680366 0.000 0.011 0.014 0.000
H -0.640824 2.058871 -0.063130 0.026 0.076 0.010 0.000
H 0.232012 1.799441 -2.836580 0.009 0.005 -0.001 0.002
H -0.682501 3.116547 -2.109329 0.003 0.007 -0.003 0.006
C 0.254461 -3.939209 -0.981355 0.096 0.003 -0.046 0.147
O -0.145796 -2.701866 -0.563440 -0.185 -0.041 -0.058 0.789
H 1.333988 -4.072100 -1.048677 0.017 0.049 0.035 0.007
H -0.179739 -4.068975 -2.004022 -0.040 0.010 0.020 0.083
H -0.262264 -4.722610 -0.409679 -0.021 -0.010 0.031 0.036
```
Positions in Å, forces in eV/Å.